Density functional theory data (the ωB97M-V functional and the def2-TZVPD basis) for C10H30MnO10 as an isolated structure at a distorted geometry.

Element x y z (Å)
Mn (3.56, -0.76, -0.66)
C (2.88, -1.90, -4.19)
C (4.17, -1.12, -3.83)
O (5.17, -0.94, -4.56)
O (4.33, -0.63, -2.70)
H (2.02, -1.61, -3.59)
H (2.98, -2.99, -4.15)
H (2.60, -1.66, -5.21)
C (-0.27, -0.13, 0.52)
C (1.14, -0.36, 0.04)
O (1.48, -0.31, -1.12)
O (2.06, -0.60, 0.87)
H (-1.05, -0.87, 0.35)
H (-0.66, 0.84, 0.21)
H (-0.34, 0.02, 1.59)
C (-1.82, -0.72, -2.72)
O (-0.96, 0.38, -2.74)
H (-1.57, -1.51, -3.42)
H (-1.85, -1.16, -1.72)
H (-2.82, -0.29, -2.85)
H (-0.06, 0.15, -2.47)
C (2.46, 1.55, 3.43)
O (2.80, 2.67, 4.31)
H (1.40, 1.52, 3.20)
H (2.92, 1.67, 2.45)
H (2.74, 0.54, 3.73)
H (2.07, 3.28, 4.45)
C (-0.85, -1.00, 4.92)
O (-2.14, -1.49, 5.01)
H (-0.14, -1.81, 5.04)
H (-0.63, -0.48, 3.99)
H (-0.56, -0.32, 5.71)
H (-2.36, -1.83, 4.14)
C (-0.14, 4.05, -0.60)
O (-1.31, 4.13, 0.20)
H (0.38, 3.10, -0.46)
H (-0.46, 4.22, -1.63)
H (0.63, 4.77, -0.32)
H (-1.82, 4.93, 0.04)
C (-3.89, 1.34, 0.73)
O (-5.16, 0.94, 0.21)
H (-3.17, 1.65, -0.03)
H (-4.04, 2.17, 1.42)
H (-3.49, 0.55, 1.38)
H (-5.71, 1.70, -0.01)
C (0.16, -3.34, -1.56)
O (-1.21, -3.91, -1.51)
H (0.61, -3.27, -0.57)
H (0.82, -3.98, -2.14)
H (0.30, -2.34, -1.98)
H (-1.24, -4.81, -1.18)

As for the energy above the lowest of the compared OMol25 structures with the same formula, charge and spin: 0.0 kJ/mol. As for the multiplicity: 6. As for the highest occupied orbital energy (alpha / beta): -8.745 / -8.783 eV. The expectation value of S² is 8.757. The calculation puts the LUMO energy (alpha / beta) at -0.060 / -0.085 Ha.

***

Density functional theory data (the ωB97M-V functional and the def2-TZVPD basis) for an isolated ion of composition C4H9N2 and charge +1 at a distorted geometry.

Element x y z (Å)
C (-2.18, -0.85, -0.10)
C (-1.42, 0.20, -0.23)
N (-0.07, 0.24, 0.10)
C (0.44, 1.61, 0.24)
N (0.43, -0.92, 0.13)
C (1.80, -1.13, -0.02)
H (-3.27, -0.97, -0.49)
H (-1.80, -1.78, 0.24)
H (-1.86, 1.25, -0.35)
H (0.11, 1.86, 1.26)
H (-0.08, 2.21, -0.50)
H (1.52, 1.65, 0.16)
H (1.82, -1.04, -1.13)
H (2.19, -2.01, 0.29)
H (2.38, -0.32, 0.40)

As for the energy above the lowest of the compared OMol25 structures with the same formula, charge and spin: 407.9 kJ/mol. As for the highest occupied orbital energy: -14.900 eV. The charge is +1. The calculation puts the LUMO energy at -0.217 Ha.

***

Density functional theory data (the ωB97M-V functional and the def2-TZVPD basis) for C25H31BrN4O5PPt as an isolated structure at a distorted geometry.

Element x y z (Å)
Pt (-0.03, -0.09, -0.94)
O (-3.39, 4.05, -2.02)
C (-3.50, 4.03, -0.69)
C (-4.36, 4.87, 0.01)
C (-4.48, 4.75, 1.37)
C (-3.74, 3.79, 2.10)
C (-2.88, 2.97, 1.43)
C (-2.72, 3.09, 0.03)
C (-1.76, 2.27, -0.63)
O (-1.39, 1.14, -0.01)
N (-1.18, 2.54, -1.78)
N (-0.70, 1.44, -2.30)
C (-0.63, 1.19, -3.56)
C (0.19, 0.08, -3.97)
C (0.47, -0.17, -5.29)
C (1.40, -1.16, -5.61)
C (2.03, -1.82, -4.57)
C (1.68, -1.52, -3.26)
N (0.76, -0.62, -2.95)
H (-3.93, 4.77, -2.39)
H (-4.96, 5.60, -0.53)
H (-5.16, 5.41, 1.90)
H (-3.85, 3.73, 3.17)
H (-2.28, 2.24, 1.96)
H (-1.16, 1.84, -4.24)
H (-0.01, 0.41, -6.06)
H (1.64, -1.38, -6.64)
H (2.78, -2.57, -4.76)
H (2.16, -2.06, -2.46)
C (3.96, -3.71, 0.25)
C (2.51, -3.50, -0.09)
C (1.63, -4.57, -0.28)
C (0.32, -4.34, -0.63)
C (-0.12, -3.03, -0.76)
Br (-1.88, -2.70, -1.28)
N (0.70, -1.99, -0.55)
C (1.99, -2.23, -0.24)
H (4.47, -4.24, -0.56)
H (4.05, -4.33, 1.14)
H (4.48, -2.77, 0.43)
H (1.99, -5.58, -0.17)
H (-0.37, -5.15, -0.80)
H (2.62, -1.36, -0.10)
C (1.52, -1.75, 4.09)
C (2.06, -0.68, 3.19)
O (1.39, -0.76, 1.84)
P (0.27, 0.20, 1.41)
O (0.65, 1.66, 1.71)
C (1.47, 2.61, 0.93)
C (2.94, 2.33, 1.11)
O (-0.98, -0.03, 2.27)
C (-1.71, -1.31, 2.44)
C (-3.15, -1.10, 2.03)
H (2.14, -1.80, 4.98)
H (1.56, -2.73, 3.61)
H (0.50, -1.55, 4.40)
H (3.12, -0.81, 2.96)
H (1.90, 0.32, 3.58)
H (1.19, 3.58, 1.32)
H (1.16, 2.54, -0.11)
H (3.22, 2.37, 2.16)
H (3.52, 3.09, 0.58)
H (3.22, 1.35, 0.70)
H (-1.62, -1.55, 3.49)
H (-1.20, -2.08, 1.86)
H (-3.69, -2.04, 2.15)
H (-3.22, -0.79, 0.99)
H (-3.62, -0.36, 2.66)

As for the energy above the lowest of the compared OMol25 structures with the same formula, charge and spin: 205.1 kJ/mol. As for the highest occupied orbital energy (alpha / beta): -16.258 / -16.266 eV. The charge is +3. The calculation puts the LUMO energy (alpha / beta) at -0.410 / -0.408 Ha.

***

Density functional theory data (the ωB97M-V functional and the def2-TZVPD basis) for C3H3AgO3 as an isolated structure at a distorted geometry.

Element x y z (Å)
O (0.06, 1.58, -0.32)
C (-1.05, 1.15, -0.04)
C (-1.37, -0.31, -0.12)
O (3.13, -0.72, 1.17)
C (3.81, -1.35, 0.37)
H (-1.89, 1.85, 0.13)
H (-2.24, -0.36, -0.82)
H (-1.85, -0.55, 0.86)
O (-0.31, -1.10, -0.53)
Ag (1.71, -0.20, -0.70)

As for the energy above the lowest of the compared OMol25 structures with the same formula, charge and spin: 86.0 kJ/mol. As for the multiplicity: 2. As for the highest occupied orbital energy (alpha / beta): -0.798 / -4.238 eV. The charge is -1. The expectation value of S² is 0.755. The calculation puts the LUMO energy (alpha / beta) at 0.144 / 0.143 Ha.

***

Density functional theory data (the ωB97M-V functional and the def2-TZVPD basis) for a 2-piece molecular cluster, C5H12O2 overall.

Element x y z (Å)
C (2.18, 0.41, 1.08)
C (1.23, 0.78, -0.06)
C (0.42, -0.41, -0.51)
C (-0.82, -0.40, -1.02)
C (-1.68, 0.82, -1.26)
O (-1.38, -1.59, -1.40)
H (1.62, 0.04, 1.94)
H (2.88, -0.38, 0.76)
H (2.78, 1.27, 1.39)
H (0.57, 1.60, 0.27)
H (1.81, 1.18, -0.91)
H (0.90, -1.39, -0.44)
H (-1.71, 1.05, -2.33)
H (-2.71, 0.66, -0.92)
H (-1.28, 1.70, -0.74)
H (-2.33, -1.49, -1.50)
O (-0.92, -0.93, 2.27)
H (-0.63, -1.85, 2.17)
H (-0.77, -0.59, 1.38)

As for the energy above the lowest of the compared OMol25 structures with the same formula, charge and spin: 95.1 kJ/mol. As for the highest occupied orbital energy: -8.772 eV. The calculation puts the LUMO energy at 0.028 Ha.

***

Density functional theory data (the ωB97M-V functional and the def2-TZVPD basis) for C5H8B4ClF2O8 as an isolated structure at a distorted geometry.

Element x y z (Å)
C (2.37, 1.36, -1.82)
C (1.13, 0.99, -1.02)
C (0.04, 0.45, -1.93)
O (-0.95, -0.32, -1.20)
B (-2.11, 0.32, -0.98)
O (-2.18, 1.59, -0.42)
B (-3.17, 2.39, -0.88)
O (-3.91, 1.91, -1.96)
B (-4.26, 0.60, -1.73)
Cl (-5.94, 0.08, -1.85)
O (-3.32, -0.30, -1.34)
H (2.16, 2.21, -2.46)
H (3.16, 1.65, -1.13)
H (2.72, 0.51, -2.40)
H (1.34, 0.22, -0.28)
H (0.73, 1.87, -0.53)
H (-0.46, 1.28, -2.44)
H (0.45, -0.22, -2.68)
H (-3.44, 3.42, -0.36)
B (1.18, -3.29, 2.92)
O (1.82, -2.72, 4.15)
C (2.32, -1.54, 3.89)
O (2.90, -0.82, 4.65)
C (2.05, -1.22, 2.40)
O (2.37, -0.22, 1.82)
O (1.39, -2.24, 1.88)
F (-0.17, -3.50, 3.13)
F (1.80, -4.47, 2.55)

As for the highest occupied orbital energy: -6.380 eV. The charge is -1. The calculation puts the LUMO energy at 0.079 Ha.

***

Density functional theory data (the ωB97M-V functional and the def2-TZVPD basis) for a 7-piece molecular cluster, C21H46O22PS2 overall at a distorted geometry.

Element x y z (Å)
C (-3.95, -0.91, 0.24)
C (-3.58, -2.34, 0.55)
O (-4.24, -3.20, -0.34)
C (-2.12, -2.57, 0.30)
O (-1.38, -2.37, 1.59)
S (0.15, -2.26, 1.33)
P (0.94, -4.21, 0.75)
O (0.19, -5.17, 1.64)
O (2.39, -4.14, 1.18)
S (0.75, -4.53, -1.11)
H (-4.72, -0.60, 0.89)
H (-3.10, -0.28, 0.35)
H (-4.29, -0.90, -0.77)
H (-3.83, -2.56, 1.56)
H (-4.76, -3.83, 0.16)
H (-2.00, -3.58, 0.01)
H (-1.73, -1.91, -0.43)
H (0.70, -1.95, 2.53)
H (0.36, -6.06, 1.28)
H (2.95, -4.17, 0.38)
C (3.06, 3.50, 0.14)
O (2.26, 2.41, 0.63)
C (1.91, 2.52, 1.91)
O (2.19, 3.41, 2.66)
O (1.18, 1.44, 2.23)
C (0.73, 1.43, 3.59)
H (3.27, 3.29, -0.90)
H (2.51, 4.44, 0.22)
H (3.99, 3.57, 0.70)
H (0.09, 2.28, 3.79)
H (1.58, 1.42, 4.27)
H (0.16, 0.51, 3.72)
C (3.57, -2.31, 3.72)
O (4.31, -1.19, 4.20)
C (3.53, -0.18, 4.58)
O (2.32, -0.17, 4.51)
O (4.29, 0.80, 5.01)
C (3.59, 1.98, 5.46)
H (4.29, -3.06, 3.42)
H (2.93, -2.71, 4.50)
H (2.97, -2.02, 2.85)
H (2.94, 1.74, 6.29)
H (3.02, 2.41, 4.64)
H (4.35, 2.68, 5.78)
C (0.32, 2.04, -4.72)
O (0.67, 2.80, -5.88)
C (1.51, 3.81, -5.64)
O (1.97, 4.10, -4.56)
O (1.74, 4.43, -6.78)
C (2.64, 5.55, -6.68)
H (-0.36, 1.26, -5.05)
H (1.20, 1.58, -4.28)
H (-0.18, 2.66, -3.98)
H (3.61, 5.23, -6.32)
H (2.23, 6.31, -6.02)
H (2.74, 5.95, -7.68)
C (-6.38, -0.80, -3.43)
O (-5.67, 0.42, -3.16)
C (-5.83, 1.36, -4.10)
O (-6.50, 1.25, -5.09)
O (-5.13, 2.43, -3.73)
C (-5.21, 3.53, -4.65)
H (-6.16, -1.47, -2.61)
H (-7.45, -0.62, -3.47)
H (-6.04, -1.25, -4.36)
H (-6.24, 3.87, -4.73)
H (-4.83, 3.25, -5.62)
H (-4.60, 4.32, -4.23)
C (1.01, -4.36, -6.11)
O (1.48, -3.06, -5.75)
C (1.45, -2.20, -6.77)
O (1.07, -2.45, -7.88)
O (1.90, -1.02, -6.34)
C (1.91, -0.01, -7.36)
H (1.08, -4.98, -5.22)
H (-0.03, -4.31, -6.42)
H (1.61, -4.80, -6.89)
H (0.91, 0.17, -7.73)
H (2.57, -0.30, -8.18)
H (2.29, 0.90, -6.90)
C (0.83, -1.18, 6.94)
O (-0.27, -0.80, 7.77)
C (0.07, -0.52, 9.03)
O (1.19, -0.55, 9.47)
O (-1.03, -0.19, 9.69)
C (-0.81, 0.15, 11.07)
H (0.42, -1.37, 5.95)
H (1.55, -0.37, 6.87)
H (1.31, -2.08, 7.32)
H (-0.15, 1.01, 11.15)
H (-0.39, -0.70, 11.61)
H (-1.78, 0.39, 11.48)

As for the highest occupied orbital energy: -12.485 eV. The charge is +1. The calculation puts the LUMO energy at -0.152 Ha.

***

Density functional theory data (the ωB97M-V functional and the def2-TZVPD basis) for a 2-piece molecular cluster, H3N2O2 overall at a distorted geometry.

Element x y z (Å)
N (-1.56, -0.87, -0.07)
N (-0.55, 1.12, -0.01)
O (1.70, -0.03, -0.16)
O (-1.60, 0.47, -0.05)
H (1.96, 0.03, 0.71)
H (-0.64, -1.25, -0.16)
H (0.68, 0.53, -0.25)

As for the energy above the lowest of the compared OMol25 structures with the same formula, charge and spin: 64.1 kJ/mol. As for the multiplicity: 3. As for the highest occupied orbital energy (alpha / beta): -1.754 / -2.453 eV. The charge is -1. The expectation value of S² is 2.009. The calculation puts the LUMO energy (alpha / beta) at 0.189 / 0.164 Ha.

***

Density functional theory data (the ωB97M-V functional and the def2-TZVPD basis) for C21H33BaBr2NO5PS3 as an isolated structure at a distorted geometry.

Element x y z (Å)
Ba (-1.37, 0.23, -0.97)
C (2.72, -1.70, 1.59)
C (1.67, -1.27, 2.54)
C (0.58, -2.08, 2.39)
C (0.91, -3.03, 1.36)
C (2.24, -2.76, 0.88)
C (2.87, -3.50, -0.25)
C (0.09, -4.19, 0.93)
C (-0.74, -2.01, 3.08)
C (1.84, -0.11, 3.47)
C (4.03, -1.01, 1.46)
H (3.19, -4.51, 0.03)
H (3.75, -2.98, -0.63)
H (2.17, -3.61, -1.08)
H (0.69, -5.11, 0.97)
H (-0.24, -4.06, -0.10)
H (-0.80, -4.32, 1.55)
H (-1.00, -2.95, 3.57)
H (-1.56, -1.81, 2.38)
H (-0.76, -1.22, 3.83)
H (2.84, -0.09, 3.91)
H (1.11, -0.13, 4.28)
H (1.71, 0.85, 2.95)
H (4.63, -1.10, 2.38)
H (3.91, 0.06, 1.28)
H (4.62, -1.41, 0.64)
C (-1.83, 6.26, -1.64)
C (-0.47, 5.64, -1.44)
O (-0.48, 4.63, -0.40)
P (-1.25, 3.28, -0.50)
S (-0.45, 2.04, 0.98)
S (-1.38, 2.56, -2.41)
O (-2.79, 3.55, 0.01)
C (-3.63, 2.33, -0.07)
C (-3.94, 1.74, 1.28)
H (-1.73, 7.14, -2.27)
H (-2.27, 6.55, -0.68)
H (-2.50, 5.56, -2.14)
H (0.27, 6.37, -1.09)
H (-0.08, 5.18, -2.36)
H (-3.02, 1.73, -0.71)
H (-4.54, 2.55, -0.62)
H (-3.03, 1.68, 1.88)
H (-4.36, 0.74, 1.17)
H (-4.65, 2.38, 1.81)
Br (-0.61, -2.43, -2.34)
C (-3.95, -1.43, -0.98)
Br (-3.45, -3.03, 0.21)
H (-4.07, -1.90, -1.96)
H (-4.95, -1.22, -0.58)
N (1.40, -0.22, -0.83)
C (1.78, 0.81, -1.75)
C (1.61, 0.60, -3.12)
C (1.90, 1.62, -4.02)
C (2.35, 2.86, -3.57)
C (2.54, 3.05, -2.21)
C (2.28, 2.02, -1.31)
S (2.59, 4.25, -4.68)
O (3.29, 5.25, -3.87)
O (3.36, 3.72, -5.79)
O (1.23, 4.65, -5.04)
H (1.79, -1.12, -1.09)
H (1.62, 0.04, 0.12)
H (1.26, -0.37, -3.45)
H (1.77, 1.46, -5.08)
H (2.93, 4.00, -1.87)
H (2.49, 2.14, -0.25)

As for the energy above the lowest of the compared OMol25 structures with the same formula, charge and spin: 277.8 kJ/mol. As for the multiplicity: 2. As for the highest occupied orbital energy (alpha / beta): -2.178 / -2.177 eV. The charge is -2. The expectation value of S² is 0.764. The calculation puts the LUMO energy (alpha / beta) at 0.145 / 0.122 Ha.

***

Density functional theory data (the ωB97M-V functional and the def2-TZVPD basis) for C24H21BrI2MnN7O4S3 as an isolated structure.

Element x y z (Å)
Mn (0.32, 0.51, 1.98)
C (4.39, 1.14, 0.89)
C (2.93, 0.86, 0.99)
N (2.24, 0.96, 2.07)
N (2.89, 1.27, 3.24)
C (2.07, 1.41, 4.26)
N (2.65, 1.63, 5.46)
S (0.32, 1.34, 4.23)
C (2.15, 0.39, -0.16)
C (2.69, 0.22, -1.43)
C (1.88, -0.27, -2.44)
C (0.56, -0.59, -2.15)
C (0.09, -0.39, -0.86)
N (0.86, 0.11, 0.10)
H (4.78, 1.44, 1.86)
H (4.58, 1.93, 0.16)
H (4.93, 0.25, 0.55)
H (3.62, 1.87, 5.48)
H (2.06, 1.96, 6.21)
H (3.72, 0.47, -1.61)
H (2.27, -0.40, -3.44)
H (-0.11, -0.98, -2.90)
H (-0.93, -0.60, -0.58)
I (0.47, 3.84, 2.75)
I (0.95, 6.10, 1.27)
N (-2.99, -1.60, -4.30)
C (-2.89, -1.96, -2.95)
C (-3.58, -1.24, -1.98)
C (-3.50, -1.60, -0.64)
C (-2.71, -2.68, -0.27)
C (-2.02, -3.41, -1.23)
C (-2.12, -3.05, -2.57)
S (-2.45, -3.01, 1.45)
O (-2.03, -4.39, 1.55)
O (-3.64, -2.60, 2.13)
N (-1.27, -1.99, 1.76)
C (-0.07, -2.37, 2.16)
S (0.56, -4.01, 2.39)
C (2.10, -3.35, 2.82)
C (2.05, -2.01, 2.80)
N (0.85, -1.45, 2.43)
H (-3.21, -0.63, -4.46)
H (-2.21, -1.89, -4.87)
H (-4.19, -0.39, -2.28)
H (-4.01, -1.03, 0.12)
H (-1.41, -4.25, -0.92)
H (-1.59, -3.62, -3.32)
H (2.92, -3.98, 3.10)
H (2.87, -1.35, 3.08)
Br (0.13, 2.91, -5.00)
C (-0.59, 2.70, -3.25)
C (-1.89, 2.25, -3.11)
C (-2.40, 2.06, -1.83)
C (-1.60, 2.26, -0.71)
C (-0.31, 2.75, -0.89)
C (0.20, 2.98, -2.15)
C (-2.19, 1.92, 0.65)
O (-3.33, 2.29, 0.87)
O (-1.46, 1.22, 1.44)
H (-2.51, 2.07, -3.98)
H (-3.42, 1.74, -1.69)
H (0.32, 2.93, -0.02)
H (1.21, 3.36, -2.28)

As for the multiplicity: 2. As for the highest occupied orbital energy (alpha / beta): -5.074 / -4.989 eV. The charge is -1. The expectation value of S² is 1.056. The calculation puts the LUMO energy (alpha / beta) at 0.050 / 0.052 Ha.

***

Density functional theory data (the ωB97M-V functional and the def2-TZVPD basis) for a 5-piece molecular cluster, C2H16N2O4 overall at a distorted geometry.

Element x y z (Å)
N (0.37, -1.10, 1.57)
C (1.75, -1.48, 1.02)
C (1.80, -0.66, -0.39)
N (0.45, -0.39, -0.93)
H (0.32, -1.54, 2.46)
H (-0.32, -1.55, 0.88)
H (1.78, -2.48, 0.86)
H (2.45, -1.26, 1.78)
H (2.41, 0.21, -0.36)
H (2.36, -1.30, -1.17)
H (-0.18, 0.06, -0.23)
H (0.67, 0.27, -1.57)
O (-1.51, -2.53, -1.52)
H (-0.86, -2.91, -2.13)
H (-1.40, -1.53, -1.56)
O (-1.93, 1.41, 0.13)
H (-2.61, 1.99, 0.53)
H (-1.17, 1.39, 0.58)
O (-0.23, 2.33, -1.94)
H (-0.24, 3.22, -1.51)
H (-0.54, 1.99, -1.11)
O (-0.03, 1.78, 2.01)
H (0.52, 1.00, 2.08)
H (-0.61, 1.88, 2.77)

As for the energy above the lowest of the compared OMol25 structures with the same formula, charge and spin: 261.3 kJ/mol. As for the highest occupied orbital energy: -9.316 eV. The calculation puts the LUMO energy at 0.017 Ha.

***

E_tot (eV)
-62648.1075; -7263.9136; -125177.5780; -13298.7945; -9474.1500; -42375.8370; -98519.7731; -7117.6838; -216619.1597; -193924.3258; -13502.2233